Below is C10H12Cl2N2O13P2W as an isolated structure, with properties calculated with ωB97M-V/def2-TZVPD.

ORCA input file:
```
! RIJCOSX wB97M-V def2-TZVPD def2/J DEFGRID3
* xyz 2 1
W -1.07 -0.16 -0.23
C 1.91 -3.16 0.78
C 0.38 -3.13 0.88
O -0.04 -4.42 1.28
P -0.18 -1.92 2.25
O 1.07 -1.30 2.93
O -0.82 -2.77 3.39
O -1.16 -0.88 1.72
P -0.44 -2.72 -0.73
O -0.53 -4.07 -1.46
O -1.78 -2.07 -0.26
O 0.05 -1.49 -1.52
H 2.28 -3.70 1.65
H 2.34 -2.17 0.75
H 2.21 -3.73 -0.10
H -0.94 -4.65 1.00
H 1.29 -1.61 3.82
H -1.69 -3.17 3.29
H -0.73 -4.12 -2.41
Cl -4.10 -0.73 -1.10
C -3.22 0.08 0.18
Cl -1.24 1.92 0.81
H -3.43 -0.36 1.14
H -3.47 1.13 0.13
O 2.87 0.47 1.08
C 1.91 0.68 0.43
O 0.78 -0.13 0.49
C 1.64 1.81 -0.53
C 1.90 3.16 -0.27
C 1.19 4.11 -0.99
C 0.13 3.81 -1.84
C -0.05 2.46 -2.07
C 0.79 1.48 -1.55
N -1.34 1.93 -2.46
O -2.14 2.49 -3.10
O -1.59 0.74 -1.95
N 1.43 5.55 -0.69
O 2.26 5.79 0.16
O 0.78 6.34 -1.33
H 2.57 3.48 0.52
H -0.54 4.58 -2.20
H 0.72 0.45 -1.89
*
```

The HOMO energy comes out at -16.6 eV. The value obtained for the energy above the lowest of the compared OMol25 structures with the same formula, charge and spin is 33.6 kcal/mol. The calculation puts the maximum force at 0.792 eV/Å. The calculation puts the orbital gap at 0.246 Ha.

=====

Below is a 6-piece molecular cluster, C33H76BBrN9O11S2Si overall at a distorted geometry, with properties calculated with ωB97M-V/def2-TZVPD.

ORCA input file:
```
! RIJCOSX wB97M-V def2-TZVPD def2/J DEFGRID3
* xyz 1 1
C 1.96 -1.62 7.76
C 3.13 -1.08 6.73
C 2.49 -0.52 5.28
Br 3.97 0.48 4.38
N 1.18 0.16 5.40
C 1.22 1.64 5.62
C 1.91 2.16 7.00
C 3.21 3.19 6.74
C 2.81 4.51 5.84
N 1.63 5.30 6.35
C 1.90 6.73 5.85
C 0.33 4.92 5.66
C -1.00 4.42 6.53
O 0.14 4.95 4.32
C 0.11 -0.32 4.47
N 0.15 -0.50 2.98
C 0.59 -1.85 2.52
C 0.24 -2.18 0.92
O -1.16 -1.89 0.55
Si -1.29 -1.13 -1.03
C -1.47 0.82 -0.90
C 0.04 -1.66 -2.31
C -3.01 -1.73 -1.76
B 0.73 0.65 2.21
O -0.19 1.82 1.95
O 2.07 0.76 1.61
C 2.38 2.20 1.43
N -1.12 -0.62 5.08
S -1.28 -0.48 6.85
S -2.56 -1.14 4.23
C -3.13 0.32 3.19
O -3.70 -1.37 5.29
O -2.42 -2.47 3.46
H 2.43 -2.31 8.61
H 1.42 -0.74 8.30
H 1.13 -2.27 7.23
H 3.76 -2.04 6.42
H 3.83 -0.29 7.24
H 2.34 -1.52 4.65
H 1.66 2.25 4.69
H 0.08 2.00 5.67
H 1.12 2.85 7.57
H 2.20 1.33 7.77
H 3.47 3.60 7.83
H 4.17 2.62 6.38
H 3.74 5.25 5.80
H 2.62 4.21 4.70
H 2.69 7.29 6.50
H 2.28 6.60 4.73
H 0.87 7.32 5.75
H -1.49 3.48 5.97
H -1.84 5.25 6.59
H -0.72 4.08 7.63
H 0.20 -2.75 3.20
H 1.78 -1.89 2.57
H 1.05 -1.63 0.28
H 0.42 -3.35 0.77
H -2.13 1.16 -1.83
H -0.44 1.37 -0.97
H -2.08 1.10 0.06
H 1.04 -1.08 -2.03
H 0.28 -2.81 -2.34
H -0.24 -1.27 -3.40
H -3.48 -0.90 -2.44
H -2.73 -2.67 -2.43
H -3.70 -2.10 -0.89
H -0.47 2.09 2.89
H 1.84 2.63 0.48
H 3.55 2.33 1.20
H 2.17 2.86 2.38
H -2.39 0.35 7.04
H -2.43 1.25 3.47
H -4.22 0.64 3.57
H -3.14 0.12 2.04
C -2.32 -1.64 -6.19
C -1.89 -0.20 -6.18
O -1.96 0.49 -5.16
N -1.41 0.34 -7.33
C -1.25 -0.31 -8.61
H -2.68 -1.93 -5.20
H -3.13 -1.78 -6.91
H -1.47 -2.28 -6.45
H -1.14 1.31 -7.25
H -0.19 -0.26 -8.89
H -1.84 0.24 -9.35
H -1.56 -1.36 -8.60
C 4.91 -0.10 -10.32
C 3.58 -0.65 -9.88
O 3.11 -1.69 -10.34
N 2.88 0.06 -8.94
C 3.25 1.29 -8.29
H 5.35 -0.77 -11.07
H 4.78 0.89 -10.77
H 5.59 -0.05 -9.46
H 1.99 -0.37 -8.70
H 3.29 1.11 -7.22
H 2.48 2.03 -8.51
H 4.22 1.66 -8.63
C -4.02 -7.77 -1.58
C -4.52 -6.51 -2.22
O -5.07 -6.50 -3.32
N -4.35 -5.33 -1.54
C -3.74 -5.14 -0.25
H -4.22 -8.62 -2.24
H -2.94 -7.70 -1.42
H -4.53 -7.94 -0.63
H -4.72 -4.53 -2.03
H -4.49 -4.68 0.41
H -2.90 -4.45 -0.37
H -3.39 -6.07 0.19
C 5.24 4.60 -10.32
C 6.31 3.56 -10.19
O 6.05 2.36 -10.07
N 7.61 3.97 -10.19
C 8.11 5.32 -10.31
H 4.25 4.12 -10.31
H 5.29 5.31 -9.49
H 5.35 5.12 -11.28
H 8.28 3.22 -10.09
H 8.75 5.36 -11.19
H 8.70 5.55 -9.42
H 7.31 6.06 -10.41
C -8.82 -3.63 5.67
C -7.75 -4.67 5.81
O -8.01 -5.87 5.92
N -6.45 -4.26 5.80
C -5.95 -2.91 5.68
H -9.80 -4.11 5.69
H -8.76 -2.92 6.50
H -8.71 -3.10 4.72
H -5.78 -5.01 5.90
H -5.30 -2.86 4.80
H -5.35 -2.68 6.57
H -6.75 -2.17 5.58
*
```

The HOMO energy comes out at -10.1 eV. The calculation puts the maximum force at 9.296 eV/Å. The calculation puts the orbital gap at 0.174 Ha.

=====

Below is a single C5H8N6S molecule at a distorted geometry, with properties calculated with ωB97M-V/def2-TZVPD.

ORCA input file:
```
! RIJCOSX wB97M-V def2-TZVPD def2/J DEFGRID3
* xyz 0 1
C 1.65 0.28 0.00
C -1.38 -1.34 -0.47
C -2.36 1.23 -0.78
C -3.21 2.34 -0.31
C 2.27 -2.12 0.79
N 2.37 1.38 -0.07
N 3.58 1.10 0.29
N 3.73 -0.17 0.61
N -0.17 -1.08 -0.21
N 2.57 -0.74 0.47
N 0.35 0.15 -0.37
S -2.85 -0.36 -0.48
H -1.57 -2.38 -0.40
H -1.31 1.35 -1.03
H -2.58 3.07 0.10
H -3.94 2.03 0.49
H -3.70 2.88 -1.18
H 2.22 -2.23 1.91
H 1.29 -2.51 0.22
H 3.03 -2.88 0.43
*
```

The HOMO energy (alpha / beta) comes out at -7.8 / -8.3 eV. The value obtained for the energy above the lowest of the compared OMol25 structures with the same formula, charge and spin is 42.3 kcal/mol. The calculation puts the maximum force at 4.001 eV/Å. The calculation puts the orbital gap (alpha / beta) at 0.215 / 0.272 Ha.

=====

Below is C4H6O2 as an isolated structure, with properties calculated with ωB97M-V/def2-TZVPD.

ORCA input file:
```
! RIJCOSX wB97M-V def2-TZVPD def2/J DEFGRID3
* xyz 0 1
O -1.01 -0.66 -0.78
C -2.07 -1.28 -0.22
C -0.36 -0.43 0.53
C 0.50 0.77 0.24
C 1.69 0.38 -0.61
O 2.12 -0.74 -0.67
H -2.90 -0.54 -0.37
H 0.18 -1.32 0.83
H -1.09 -0.15 1.31
H -0.10 1.54 -0.27
H 0.87 1.21 1.17
H 2.17 1.21 -1.16
*
```

The HOMO energy comes out at -8.4 eV. The value obtained for the energy above the lowest of the compared OMol25 structures with the same formula, charge and spin is 122.9 kcal/mol. The calculation puts the maximum force at 0.766 eV/Å. The calculation puts the orbital gap at 0.314 Ha.